DFT (ωB97M-V/def2-TZVPD) results for 2 unconnected molecules or ions with the total composition C17H10F3NO2.

orbital gap: 5.838 eV
E_LUMO: -0.1039 hartree
E_tot: -31525.76368 eV
HOMO: -8.7 eV

Each line ends with the natural charge from an NBO analysis.
Positions of all 33 atoms, in Å:
N 1.70885 1.11060 1.43384  -0.684
C 2.24708 1.44865 0.20898  0.620
O 3.27173 1.00538 -0.31707  -0.620
C 1.34660 2.48765 -0.40699  -0.259
C 0.35740 2.73816 0.45578  -0.265
C 0.56143 1.85090 1.65225  0.619
O -0.16980 1.80137 2.64288  -0.619
H 1.56551 2.89263 -1.38621  0.223
H -0.47941 3.42258 0.41017  0.224
F 1.73561 -5.14404 0.74861  -0.319
C 1.36538 -4.11376 1.58795  0.396
C 0.09929 -4.16709 2.16625  -0.269
C -0.23534 -3.09730 3.00399  0.403
F -1.45560 -3.14420 3.64242  -0.315
C 0.59566 -2.01606 3.22315  -0.187
C 1.89291 -1.96622 2.60817  -0.132
C 2.66715 -0.79721 2.82455  0.177
C 4.05335 -0.56151 2.61290  -0.147
C 4.66711 0.54424 3.28778  -0.098
C 5.99886 0.86448 3.08203  -0.210
C 6.79385 0.12284 2.19142  -0.194
C 6.19957 -0.96335 1.55397  0.390
F 6.96648 -1.71743 0.69502  -0.323
C 4.87711 -1.32854 1.74056  -0.170
C 2.27230 -3.08701 1.80513  -0.194
H -0.58020 -4.99397 1.98345  0.262
H 0.28386 -1.18525 3.85347  0.261
H 2.11906 0.02392 3.28942  0.276
H 4.04761 1.13546 3.96578  0.230
H 6.44667 1.70574 3.61384  0.233
H 7.83477 0.36907 1.99709  0.244
H 4.46787 -2.16062 1.18284  0.221
H 3.25087 -3.14225 1.34690  0.227